[1]
ORCA calculation (ωB97M-V with the def2-TZVPD basis set) on 2 unconnected molecules or ions with the total composition C3H13BrSi3.

```
20
Properties=species:S:1:pos:R:3:forces:R:3
C 2.1708 -0.0157 1.0193 -2.095 0.538 -0.825
C 0.7190 0.4500 -1.7392 -3.137 -0.686 0.066
C 0.2238 2.3845 0.7172 -2.540 -0.532 1.638
Si -2.0673 -2.5736 -0.6681 0.844 0.601 -0.452
Si -1.1168 -0.8185 0.6141 -2.104 0.085 1.287
Si 0.5735 0.6736 0.1586 0.237 0.305 -1.165
Br -3.5902 1.3452 0.7777 1.565 -1.386 -0.094
H 2.7674 0.8252 1.2087 1.194 1.256 -0.058
H 2.0901 -0.4944 1.9599 -0.633 -0.599 0.947
H 2.6253 -0.6893 0.3487 0.848 -0.729 -0.843
H -0.1678 0.5125 -2.5237 1.050 -0.364 2.333
H 1.3922 0.9958 -2.2921 2.315 1.262 -0.661
H 1.0256 -0.5753 -1.6395 0.392 -0.851 -0.917
H 1.0400 2.9499 0.4821 2.614 1.547 -0.576
H -0.6346 2.9869 0.3519 0.196 -1.010 0.117
H 0.1648 2.3451 1.8278 -0.069 0.223 -0.546
H -2.3915 -2.0069 -2.0594 0.156 -0.686 0.924
H -3.0217 -3.4666 -0.0071 -0.492 0.349 0.023
H -0.8424 -3.4456 -0.5737 -0.081 0.257 -0.502
H -0.9601 -1.3828 2.0368 -0.261 0.420 -0.696
```
Forces are in eV/Å.

## Properties
Lowest unoccupied orbital energy in Ha: -0.057
Total energy in eV: -96995.3107
Strongest force on any atom in eV/Å: 3.21
HOMO-LUMO gap in eV: 7.2
Energy above the lowest of the compared OMol25 structures with the same formula, charge and spin in kJ/mol: 198.1

[2]
ORCA calculation (ωB97M-V with the def2-TZVPD basis set) on a molecular structure, C11H7CuN2O6.

```
27
Properties=species:S:1:pos:R:3:forces:R:3
O 0.2440 0.2126 -5.9005 0.242 0.342 2.566
C 0.1429 0.1684 -4.7236 -2.852 -0.712 -6.657
Cu -0.1316 0.2093 -2.0173 -0.113 -0.221 0.490
O 2.2521 0.0546 -3.6687 -2.970 -0.132 -0.680
C 1.0413 0.1369 -3.6052 6.406 0.311 4.077
C -2.2430 0.0183 -1.9060 -2.808 0.219 3.297
O -2.8097 0.0573 -0.8493 1.285 -0.109 -2.233
C -0.8344 -1.5398 -2.3741 0.982 -4.275 1.291
O -0.9279 -2.6410 -2.0237 -0.144 3.407 -1.326
C -0.7595 1.9678 -2.5444 0.003 3.351 1.499
O -0.8816 3.0336 -2.1477 0.116 -2.342 -1.339
H -2.7274 0.0696 -2.8801 -0.217 0.088 -0.488
N -0.1808 -1.2036 4.5891 0.267 0.641 -0.515
C -0.6033 -1.2400 3.2752 -0.389 -0.669 1.167
O -1.5346 -1.9515 2.9235 0.885 0.777 -0.103
C 0.1801 -0.3911 2.3015 -0.025 0.101 -0.336
C 1.2880 0.4008 2.6499 -0.679 -0.452 -0.568
C 1.9074 1.1327 1.6500 0.433 0.478 -0.450
C 1.4440 1.0476 0.3375 0.044 -0.091 0.318
N 0.3927 0.2694 0.0074 0.028 0.275 -0.390
C -0.2491 -0.4207 0.9644 0.604 0.284 0.453
H -0.7277 -1.7175 5.2697 0.116 0.132 -0.250
H 0.4817 -0.5037 4.9424 -0.725 -0.745 -0.320
H 1.6624 0.4367 3.6664 0.000 0.056 -0.160
H 2.7649 1.7839 1.8621 -0.431 -0.369 -0.062
H 1.9293 1.6157 -0.4745 -0.298 -0.414 0.520
H -1.1202 -1.0061 0.6759 0.239 0.070 0.200
```
Forces are in eV/Å.

## Properties
Net charge: +1
Lowest unoccupied orbital energy (alpha / beta) in Ha: -0.217 / -0.211
Total energy in eV: -71412.1893
Spin multiplicity: 2
Strongest force on any atom in eV/Å: 7.60
HOMO-LUMO gap (alpha / beta) in eV: 6.3 / 7.2

strongest force on any atom of number 1 (C3H13BrSi3)?
3.21 eV/Å

Which value of strongest force on any atom does entry 2 give?
7.60 eV/Å

Please write out number 2 again, unchanged.
ORCA calculation (ωB97M-V with the def2-TZVPD basis set) on a molecular structure, C11H7CuN2O6.

```
27
Properties=species:S:1:pos:R:3:forces:R:3
O 0.2440 0.2126 -5.9005 0.242 0.342 2.566
C 0.1429 0.1684 -4.7236 -2.852 -0.712 -6.657
Cu -0.1316 0.2093 -2.0173 -0.113 -0.221 0.490
O 2.2521 0.0546 -3.6687 -2.970 -0.132 -0.680
C 1.0413 0.1369 -3.6052 6.406 0.311 4.077
C -2.2430 0.0183 -1.9060 -2.808 0.219 3.297
O -2.8097 0.0573 -0.8493 1.285 -0.109 -2.233
C -0.8344 -1.5398 -2.3741 0.982 -4.275 1.291
O -0.9279 -2.6410 -2.0237 -0.144 3.407 -1.326
C -0.7595 1.9678 -2.5444 0.003 3.351 1.499
O -0.8816 3.0336 -2.1477 0.116 -2.342 -1.339
H -2.7274 0.0696 -2.8801 -0.217 0.088 -0.488
N -0.1808 -1.2036 4.5891 0.267 0.641 -0.515
C -0.6033 -1.2400 3.2752 -0.389 -0.669 1.167
O -1.5346 -1.9515 2.9235 0.885 0.777 -0.103
C 0.1801 -0.3911 2.3015 -0.025 0.101 -0.336
C 1.2880 0.4008 2.6499 -0.679 -0.452 -0.568
C 1.9074 1.1327 1.6500 0.433 0.478 -0.450
C 1.4440 1.0476 0.3375 0.044 -0.091 0.318
N 0.3927 0.2694 0.0074 0.028 0.275 -0.390
C -0.2491 -0.4207 0.9644 0.604 0.284 0.453
H -0.7277 -1.7175 5.2697 0.116 0.132 -0.250
H 0.4817 -0.5037 4.9424 -0.725 -0.745 -0.320
H 1.6624 0.4367 3.6664 0.000 0.056 -0.160
H 2.7649 1.7839 1.8621 -0.431 -0.369 -0.062
H 1.9293 1.6157 -0.4745 -0.298 -0.414 0.520
H -1.1202 -1.0061 0.6759 0.239 0.070 0.200
```
Forces are in eV/Å.

## Properties
Net charge: +1
Lowest unoccupied orbital energy (alpha / beta) in Ha: -0.217 / -0.211
Total energy in eV: -71412.1893
Spin multiplicity: 2
Strongest force on any atom in eV/Å: 7.60
HOMO-LUMO gap (alpha / beta) in eV: 6.3 / 7.2

Which value of total energy does entry 2 give?
-71412.1893 eV